*w*
2 unconnected molecules or ions with the total composition C6H13N. Source: the OMol25 dataset; level of theory: ωB97M-V with the def2-TZVPD basis set.

Computed properties:
Lowest unoccupied orbital energy in hartree: -0.0258
Frontier orbital gap in eV: 7.035
HOMO level in eV: -7.74

Element x y z (Å)
C (-1.786, 0.680, -0.151)
C (-0.422, 0.757, -0.508)
C (0.566, -0.268, -0.291)
C (0.209, -1.561, -0.051)
C (1.993, 0.179, -0.080)
C (2.305, 0.662, 1.367)
N (-2.549, -0.342, -0.867)
H (-2.380, 1.599, -0.199)
H (-1.750, 0.263, 1.062)
H (-0.163, 1.516, -1.240)
H (-2.083, -0.154, 1.825)
H (0.967, -2.166, 0.453)
H (-0.818, -1.894, -0.064)
H (2.118, 0.890, -0.909)
H (2.648, -0.665, -0.344)
H (1.268, 0.854, 1.680)
H (2.507, -0.230, 1.971)
H (3.016, 1.464, 1.506)
H (-1.915, -0.846, -1.471)
H (-3.019, -1.025, -0.272)

---

*x*
2 unconnected molecules or ions with the total composition C6H13N. Source: the OMol25 dataset; level of theory: ωB97M-V with the def2-TZVPD basis set.

Computed properties:
Lowest unoccupied orbital energy in hartree: 0.0339
Frontier orbital gap in eV: 9.572
HOMO level in eV: -8.65
SMILES string: C=CC=C.CNC

Element x y z (Å)
C (0.530, 1.303, 2.285)
C (1.243, 0.712, 1.334)
C (1.742, 1.414, 0.155)
C (2.433, 0.855, -0.828)
H (0.290, 2.359, 2.234)
H (0.145, 0.754, 3.131)
H (1.463, -0.346, 1.431)
H (1.511, 2.472, 0.119)
H (2.752, 1.440, -1.684)
H (2.688, -0.195, -0.835)
C (-2.414, -0.597, -0.149)
N (-1.188, -0.429, -0.907)
C (-0.700, -1.699, -1.415)
H (-3.215, -0.924, -0.816)
H (-2.350, -1.366, 0.638)
H (-2.746, 0.334, 0.306)
H (-0.485, -0.024, -0.299)
H (-0.469, -2.426, -0.624)
H (0.213, -1.519, -1.982)
H (-1.443, -2.118, -2.094)

---

*y*
C6H13N in the gas phase. Source: the OMol25 dataset; level of theory: ωB97M-V with the def2-TZVPD basis set.

Computed properties:
Lowest unoccupied orbital energy in hartree: 0.0412
Frontier orbital gap in eV: 9.359
HOMO level in eV: -8.24
SMILES string: C[C@@H]1CCCN1C

Element x y z (Å)
C (2.050, 0.101, -0.664)
C (0.607, 0.583, -0.254)
C (0.502, 0.824, 1.257)
C (-0.488, -0.275, 1.781)
C (-1.102, -0.929, 0.542)
N (-0.339, -0.486, -0.651)
C (-1.253, -0.107, -1.717)
H (2.554, 0.876, -1.237)
H (2.665, -0.050, 0.224)
H (1.923, -0.812, -1.235)
H (0.423, 1.426, -0.911)
H (1.469, 0.534, 1.646)
H (0.045, 1.770, 1.513)
H (-1.293, 0.245, 2.289)
H (-0.007, -0.977, 2.450)
H (-1.018, -2.020, 0.569)
H (-2.139, -0.629, 0.457)
H (-1.615, 0.925, -1.686)
H (-0.840, -0.270, -2.712)
H (-2.144, -0.730, -1.661)

---

*z*
C6H13N in the gas phase. Source: the OMol25 dataset; level of theory: ωB97M-V with the def2-TZVPD basis set.

Computed properties:
Lowest unoccupied orbital energy in hartree: 0.0376
Frontier orbital gap in eV: 9.312
HOMO level in eV: -8.29
SMILES string: CCC(=CN)CC

Element x y z (Å)
C (-0.716, 1.504, -1.332)
C (0.433, 1.284, -0.324)
C (0.361, -0.074, 0.344)
C (0.825, -0.316, 1.566)
N (1.165, 0.680, 2.529)
C (0.141, -1.268, -0.579)
C (-1.265, -1.870, -0.508)
H (-1.692, 1.355, -0.888)
H (-0.647, 2.524, -1.692)
H (-0.578, 0.849, -2.187)
H (1.372, 1.324, -0.880)
H (0.400, 2.076, 0.410)
H (0.903, -1.323, 1.965)
H (0.746, 1.586, 2.371)
H (2.163, 0.845, 2.603)
H (0.489, -1.125, -1.598)
H (0.849, -2.020, -0.226)
H (-2.010, -1.089, -0.342)
H (-1.377, -2.641, 0.240)
H (-1.563, -2.300, -1.472)

---

It comes down to *z*, which is 20.6 kJ/mol more stable than the next structure.

---

*w*
2 unconnected molecules or ions with the total composition CH4O3. Source: the OMol25 dataset; level of theory: ωB97M-V with the def2-TZVPD basis set.

Computed properties:
Lowest unoccupied orbital energy in hartree: 0.0206
Frontier orbital gap in eV: 11.169
HOMO level in eV: -10.61
SMILES string: O=CO.O

Element x y z (Å)
O (-1.351, 0.740, 0.064)
C (-0.593, 0.865, 0.994)
O (0.536, 0.225, 1.198)
H (-0.797, 1.654, 1.754)
H (0.681, -0.206, 0.320)
O (0.532, -1.240, -1.069)
H (-0.230, -0.840, -1.505)
H (1.221, -1.199, -1.756)

---

*x*
2 unconnected molecules or ions with the total composition CH4O3. Source: the OMol25 dataset; level of theory: ωB97M-V with the def2-TZVPD basis set.

Computed properties:
Lowest unoccupied orbital energy (spin up / spin down) in hartree: -0.0014 / -0.0014
Frontier orbital gap (spin up / spin down) in eV: 9.448 / 9.450
HOMO level (spin up / spin down) in eV: -9.49 / -9.49

Element x y z (Å)
C (0.304, 0.047, -1.311)
O (-0.703, 0.662, 1.489)
O (0.263, -1.894, -0.206)
O (0.841, -0.805, -0.597)
H (1.053, 0.756, -1.724)
H (-0.812, 0.063, -1.544)
H (-0.382, -0.198, 1.865)
H (-0.564, 1.370, 2.027)

---

It comes down to *w*, which is 548.4 kJ/mol more stable than the next structure.

---

*w*
A molecular structure, CH4O3. Source: the OMol25 dataset; level of theory: ωB97M-V with the def2-TZVPD basis set.

Computed properties:
Lowest unoccupied orbital energy (spin up / spin down) in hartree: -0.0406 / -0.0512
Frontier orbital gap (spin up / spin down) in eV: 10.397 / 8.012
HOMO level (spin up / spin down) in eV: -11.50 / -9.41

Element x y z (Å)
C (-0.365, -0.140, 0.677)
O (0.221, -1.058, -0.019)
O (-0.492, -0.023, 1.863)
O (-1.292, 0.469, -1.505)
H (0.692, 1.208, 0.596)
H (0.656, -1.851, 0.484)
H (1.267, 1.442, 0.071)
H (-0.688, -0.048, -2.167)

---

*x*
CH4O3 in the gas phase. Source: the OMol25 dataset; level of theory: ωB97M-V with the def2-TZVPD basis set.

Computed properties:
Lowest unoccupied orbital energy in hartree: 0.0245
Frontier orbital gap in eV: 11.527
HOMO level in eV: -10.86
SMILES string: OC(O)O

Element x y z (Å)
O (0.693, 1.037, 0.335)
C (-0.117, 0.000, -0.244)
O (0.488, -1.240, 0.077)
O (-1.402, 0.088, 0.163)
H (1.621, 0.622, 0.372)
H (0.168, 0.033, -1.356)
H (0.496, -1.298, 0.991)
H (-1.945, 0.758, -0.338)

---

It comes down to *x*, which is 486.5 kJ/mol more stable than the next structure.

---

*w*
2 unconnected molecules or ions with the total composition CH4O3. Source: the OMol25 dataset; level of theory: ωB97M-V with the def2-TZVPD basis set.

Computed properties:
Lowest unoccupied orbital energy in hartree: 0.0205
Frontier orbital gap in eV: 10.729
HOMO level in eV: -10.17
SMILES string: O=CO.O

Element x y z (Å)
O (0.710, -0.841, 0.222)
C (0.907, 0.331, 0.377)
O (1.559, 1.017, 1.313)
H (0.508, 1.020, -0.367)
H (1.897, 0.478, 2.042)
O (-1.359, -0.588, -0.972)
H (-2.414, -1.010, -0.691)
H (-1.807, -0.407, -1.924)

---

*x*
2 unconnected molecules or ions with the total composition CH4O3. Source: the OMol25 dataset; level of theory: ωB97M-V with the def2-TZVPD basis set.

Computed properties:
Lowest unoccupied orbital energy in hartree: 0.0102
Frontier orbital gap in eV: 10.586
HOMO level in eV: -10.31
SMILES string: O=CO.O

Element x y z (Å)
O (2.127, 0.724, 0.423)
C (1.188, -0.020, 0.657)
O (0.000, 0.000, 0.000)
H (0.953, -0.582, 1.582)
H (-0.572, -0.663, 0.475)
O (4.102, -0.189, -0.595)
H (3.477, 0.296, -0.010)
H (4.824, 0.454, -0.775)

---

It comes down to *x*, which is 73.6 kJ/mol more stable than the next structure.

---

*w*
A gas-phase ion, C4H11N2O2 (charge -1). Source: the OMol25 dataset; level of theory: ωB97M-V with the def2-TZVPD basis set.

Computed properties:
Lowest unoccupied orbital energy in hartree: 0.1312
Frontier orbital gap in eV: 6.085
Charge: -1
HOMO level in eV: -2.51
SMILES string: NC[C@H](CO)NC[O-]

Element x y z (Å)
N (1.890, 1.279, 1.108)
C (0.806, 1.026, 0.085)
C (0.035, -0.299, 0.341)
C (0.629, -1.354, -0.617)
O (0.189, -2.663, -0.099)
N (-1.403, -0.239, 0.300)
C (-2.019, 0.855, -0.564)
O (-1.889, 2.089, -0.063)
H (2.680, 0.731, 0.776)
H (1.612, 0.914, 2.020)
H (1.297, 1.086, -0.892)
H (0.137, 1.880, 0.128)
H (0.413, -0.615, 1.315)
H (0.228, -1.267, -1.627)
H (1.696, -1.397, -0.445)
H (0.198, -3.285, -0.812)
H (-1.772, 0.009, 1.212)
H (-1.629, 0.635, -1.600)
H (-3.098, 0.615, -0.565)

---

*x*
2 unconnected molecules or ions with the total composition C4H11N2O2. Source: the OMol25 dataset; level of theory: ωB97M-V with the def2-TZVPD basis set.

Computed properties:
Lowest unoccupied orbital energy in hartree: 0.0503
Frontier orbital gap in eV: 4.704
Charge: -1
HOMO level in eV: -3.34

Element x y z (Å)
C (-0.436, 0.069, -0.062)
N (-0.683, -0.752, 1.049)
C (-1.322, -2.167, 0.795)
O (-0.439, -3.079, 1.119)
C (0.549, 1.227, 0.169)
N (1.865, 1.151, -0.004)
C (2.226, 0.822, -1.349)
O (-1.298, 2.401, -1.250)
H (-1.321, 0.632, -0.375)
H (-0.057, -0.486, -0.940)
H (0.167, -0.943, 1.574)
H (-1.689, -2.136, -0.242)
H (-2.245, -2.162, 1.435)
H (0.351, 1.564, 1.196)
H (0.030, 2.017, -0.554)
H (2.602, -0.198, -1.375)
H (1.401, 0.832, -2.053)
H (3.021, 1.465, -1.721)
H (-1.386, 3.122, -1.897)

---

It comes down to *w*, which is 384.4 kJ/mol more stable than the next structure.

---

*w*
2 unconnected molecules or ions with the total composition CH2FO4S. Source: the OMol25 dataset; level of theory: ωB97M-V with the def2-TZVPD basis set.

Computed properties:
Lowest unoccupied orbital energy in hartree: 0.1530
Frontier orbital gap in eV: 9.718
Charge: -1
HOMO level in eV: -5.56

Element x y z (Å)
C (-0.770, -0.321, -0.210)
O (1.098, 1.402, -0.821)
O (1.845, -0.914, -0.575)
O (1.057, 0.361, 1.383)
O (-1.392, 0.419, 0.707)
F (-0.985, -1.659, -0.036)
S (1.008, 0.158, -0.077)
H (-1.241, -0.120, -1.661)
H (-0.619, 0.674, 1.290)

---

*x*
A molecular structure, CH2FO4S. Source: the OMol25 dataset; level of theory: ωB97M-V with the def2-TZVPD basis set.

Computed properties:
Lowest unoccupied orbital energy in hartree: 0.0970
Frontier orbital gap in eV: 8.095
Charge: -1
HOMO level in eV: -5.46

Element x y z (Å)
C (0.688, 0.226, 0.053)
O (-1.726, -0.575, -1.166)
O (-1.483, 1.646, -0.209)
O (-1.725, -0.288, 1.259)
O (0.991, -1.124, -0.173)
F (2.549, -1.484, -0.020)
S (-1.240, 0.181, -0.045)
H (1.074, 0.875, -0.693)
H (0.872, 0.542, 0.995)

---

It comes down to *w*, which is 271.8 kJ/mol more stable than the next structure.